Entry 1:
Formula: C36H50Cl2N2O2P2W
Source: the Open Molecules 2025 dataset
Level of theory: the ωB97M-V functional and the def2-TZVPD basis

XYZ file:
```
95
Properties=species:S:1:pos:R:3
W -0.014 -0.947 -0.088
C -3.902 -2.573 0.931
C -3.755 -1.048 0.853
C -3.376 -0.464 2.216
P -2.507 -0.575 -0.457
C -3.241 -1.009 -2.141
C -2.339 -0.549 -3.265
C -4.601 -0.401 -2.204
C -2.353 1.235 -0.615
C -3.431 2.024 -0.301
C -3.330 3.379 -0.183
C -4.478 4.265 0.155
C -2.042 3.923 -0.434
C -0.953 3.129 -0.758
C -1.064 1.755 -0.862
N -0.008 0.877 -1.081
C 1.174 1.307 -1.735
C 1.128 2.329 -2.754
C 2.271 2.794 -3.370
C 3.514 2.288 -2.965
C 4.746 3.000 -3.436
C 3.599 1.240 -2.084
C 2.417 0.725 -1.517
P 2.358 -0.625 -0.410
C 3.310 -0.049 1.070
C 4.822 -0.289 0.991
C 3.012 1.441 1.301
C 3.466 -1.904 -1.292
C 3.279 -3.242 -0.619
C 3.297 -2.098 -2.817
H -4.583 -2.904 1.711
H -2.938 -3.050 1.154
H -4.225 -2.971 -0.006
H -4.708 -0.639 0.553
H -2.337 -0.816 2.495
H -4.030 -0.822 2.977
H -3.311 0.644 2.319
H -3.357 -2.090 -2.177
H -2.296 0.540 -3.223
H -2.719 -0.878 -4.235
H -1.316 -0.940 -3.211
H -4.568 0.629 -1.895
H -5.243 -0.868 -1.478
H -5.070 -0.455 -3.193
H -4.373 1.471 -0.074
H -4.835 3.914 1.117
H -5.266 4.262 -0.600
H -4.153 5.307 0.340
H -1.872 5.004 -0.419
H 0.003 3.586 -0.919
H 0.161 2.775 -2.936
H 2.196 3.571 -4.121
H 4.786 4.092 -3.212
H 4.661 2.944 -4.520
H 5.639 2.492 -3.098
H 4.591 0.823 -1.812
H 2.842 -0.592 1.891
H 5.197 0.013 -0.008
H 5.014 -1.374 1.077
H 5.357 0.329 1.693
H 3.565 2.072 0.594
H 3.279 1.780 2.295
H 1.938 1.618 1.212
H 4.472 -1.568 -1.077
H 2.231 -3.522 -0.618
H 3.584 -3.216 0.429
H 3.746 -4.076 -1.145
H 2.328 -2.589 -3.088
H 4.135 -2.716 -3.152
H 3.366 -1.166 -3.378
C -0.840 2.243 2.525
C -0.485 1.086 3.455
C -0.564 1.298 4.842
C -0.325 0.313 5.766
C -0.056 -0.931 5.280
C 0.156 -1.187 3.958
C 0.568 -2.593 3.521
C -0.108 -0.186 3.020
N 0.035 -0.427 1.638
H -0.810 3.148 3.125
H -1.798 2.067 2.071
H -0.222 2.237 1.637
H -0.854 2.281 5.190
H -0.314 0.517 6.876
H 0.048 -1.781 5.950
H 1.113 -3.073 4.325
H 1.183 -2.591 2.637
H -0.313 -3.211 3.220
Cl 0.847 -5.034 -3.054
C 0.028 -4.810 -1.505
Cl 0.734 -5.872 -0.256
C 0.043 -3.356 -1.088
O 0.095 -2.426 -1.929
O -0.096 -3.124 0.129
H -0.955 -5.139 -1.718
```

**Gap between HOMO and LUMO (spin up / spin down)**: 0.20916 / 0.26450 Eh
**2S+1**: 3
**ΔE to the lowest compared entry with this formula, charge and spin**: 0.0 kcal per mole
**Charge**: 0
**E_tot**: -3332.01689 Ha

Entry 2:
Formula: C36H50N6O6Pb
Source: the Open Molecules 2025 dataset
Level of theory: the ωB97M-V functional and the def2-TZVPD basis

XYZ file:
```
99
Properties=species:S:1:pos:R:3
Pb -0.423 -0.081 0.648
C 2.254 0.830 4.201
C 1.299 0.563 2.209
N 1.159 0.345 3.549
H 3.953 1.999 3.413
N 2.367 1.401 2.095
H 2.433 0.644 5.243
C -0.784 2.180 0.797
C -1.031 2.679 -0.482
C -1.356 4.042 -0.601
C -1.435 4.848 0.544
C -1.191 4.309 1.813
C -0.850 2.949 1.951
H -0.985 2.028 -1.371
H -1.551 4.453 -1.595
H -1.257 4.927 2.710
H -0.644 2.520 2.941
C -1.816 6.287 0.408
H -1.500 6.854 1.285
H -2.902 6.400 0.309
H -1.359 6.728 -0.482
C 0.143 -0.666 4.103
C 0.543 -1.022 5.517
C -1.209 0.024 4.100
H 0.589 -0.142 6.158
H -0.198 -1.717 5.929
H 1.496 -1.547 5.546
H -0.604 -2.664 3.760
H 1.059 -2.420 3.169
H -1.564 0.296 3.096
C 0.080 -1.948 3.276
H -1.169 0.934 4.708
H -1.960 -0.647 4.536
H -0.361 -1.828 2.274
C 3.013 1.505 3.298
C 2.449 3.427 0.707
H 2.722 3.984 1.608
H 2.916 3.915 -0.157
C 2.940 1.988 0.804
H 2.980 1.647 -1.306
C 4.457 1.950 0.894
H 4.815 0.933 1.084
H 1.363 3.470 0.584
H 1.431 1.243 -0.626
H 4.831 2.628 1.665
H 4.869 2.279 -0.067
C 2.510 1.186 -0.419
H 2.842 0.140 -0.359
C -5.335 -1.486 -6.165
N -4.690 -1.607 -4.950
H -4.548 -0.719 -8.060
N -3.266 -0.779 -6.323
H -6.349 -1.769 -6.323
C -5.260 -2.138 -3.684
C -6.706 -2.533 -3.896
C -4.423 -3.340 -3.268
H -6.805 -3.331 -4.641
H -7.106 -2.918 -2.952
H -7.324 -1.677 -4.188
H -5.523 -1.413 -1.672
H -5.752 -0.174 -2.912
H -3.372 -3.063 -3.149
C -5.145 -1.042 -2.632
H -4.503 -4.141 -4.011
H -4.794 -3.736 -2.316
H -4.105 -0.729 -2.503
C -4.438 -0.963 -7.030
C -0.911 -1.284 -6.637
H -1.131 -2.178 -7.231
H 0.057 -0.895 -6.975
C -1.987 -0.226 -6.842
H -0.694 1.427 -6.353
C -2.133 0.120 -8.309
H -2.896 0.889 -8.473
H -0.830 -1.562 -5.583
H -1.584 0.771 -4.957
H -2.363 -0.763 -8.915
H -1.181 0.523 -8.669
C -1.654 1.013 -6.022
H -2.415 1.788 -6.167
C -3.423 -1.172 -5.047
O 3.801 -2.304 1.068
C 3.155 -1.797 2.021
O 2.003 -1.167 1.694
C 3.967 -2.068 3.516
C 3.821 -1.611 4.826
C 4.605 -1.953 5.953
C 5.664 -2.845 5.847
C 5.881 -3.348 4.548
C 5.066 -2.973 3.408
N 6.971 -4.261 4.446
O 7.611 -4.519 5.500
O 7.254 -4.768 3.335
N 4.333 -1.395 7.278
O 3.381 -0.577 7.415
O 5.059 -1.743 8.243
H 3.047 -0.861 5.115
H 6.276 -3.123 6.727
H 5.335 -3.432 2.443
```

**Gap between HOMO and LUMO (spin up / spin down)**: 0.05419 / 0.04858 Eh
**Charge**: -2
**E_tot**: -2374.22917 Ha

Entry 3:
Formula: C36H51ClN8O7S2SiV
Source: the Open Molecules 2025 dataset
Level of theory: the ωB97M-V functional and the def2-TZVPD basis

XYZ file:
```
107
Properties=species:S:1:pos:R:3
V 0.772 -0.486 0.337
O 3.384 0.900 1.165
Cl 2.862 -0.312 0.337
O 2.609 0.340 -2.165
O 2.504 -1.426 1.266
O 0.197 0.370 -0.794
O -2.463 -2.118 2.821
C -2.615 -3.261 2.124
C -3.631 -4.142 2.488
C -3.800 -5.341 1.823
C -2.960 -5.686 0.773
C -1.972 -4.812 0.378
C -1.785 -3.588 1.032
C -0.756 -2.674 0.562
O -0.516 -1.541 1.157
N -0.084 -2.979 -0.530
N 0.800 -2.026 -0.820
C 1.632 -2.168 -1.833
S 2.061 -0.786 -2.923
C 3.549 -1.829 -3.444
C 3.011 -3.168 -3.877
S 1.438 -3.525 -2.955
H -1.683 -1.645 2.445
H -4.284 -3.869 3.303
H -4.593 -6.006 2.130
H -3.082 -6.633 0.267
H -1.312 -5.041 -0.443
H 4.173 -1.901 -2.558
H 4.099 -1.321 -4.232
H 3.701 -3.984 -3.669
H 2.756 -3.181 -4.936
N -1.894 -2.032 -5.345
C -0.991 -0.856 -5.472
C -1.223 0.035 -4.246
N -0.885 -0.750 -3.094
C -1.796 -1.847 -2.901
C -1.623 -2.793 -4.086
H -1.801 -2.653 -6.155
H -2.860 -1.679 -5.294
H -1.200 -0.344 -6.413
H 0.041 -1.207 -5.441
H -2.277 0.383 -4.264
H -0.568 0.904 -4.297
H -0.675 -0.228 -2.236
H -2.854 -1.533 -2.829
H -1.524 -2.378 -1.985
H -2.295 -3.649 -4.030
H -0.584 -3.142 -4.095
C -3.943 0.636 -0.709
N -4.793 1.794 -0.428
C -4.707 2.069 1.008
N -3.340 2.310 1.446
C -2.532 1.134 1.116
N -2.561 0.854 -0.319
C -2.059 2.038 -1.012
N -2.861 3.227 -0.738
C -4.233 2.945 -1.134
C -2.826 3.454 0.705
H -3.989 0.435 -1.787
H -4.331 -0.230 -0.164
H -5.117 1.215 1.553
H -5.314 2.954 1.228
H -2.940 0.272 1.652
H -1.490 1.291 1.412
H -2.073 1.848 -2.089
H -1.029 2.211 -0.693
H -4.254 2.738 -2.211
H -4.856 3.821 -0.931
H -3.436 4.333 0.937
H -1.792 3.640 1.006
C -0.599 2.962 4.143
C 0.220 1.968 4.884
C 1.170 2.478 5.906
C -0.270 0.571 4.979
Si 2.146 1.478 2.390
O 0.855 0.702 2.001
C 2.125 3.280 1.810
C 2.508 4.377 2.569
C 2.555 5.648 2.021
C 2.200 5.844 0.696
C 1.779 4.767 -0.067
C 1.747 3.499 0.485
C 3.247 0.925 3.831
C 3.222 -0.415 4.211
C 4.167 -0.930 5.081
C 5.155 -0.108 5.597
C 5.187 1.229 5.237
C 4.247 1.737 4.355
H -1.378 3.401 4.782
H -1.099 2.499 3.299
H 0.020 3.782 3.782
H 0.644 2.815 6.808
H 1.725 3.332 5.524
H 1.878 1.709 6.204
H -1.168 0.495 5.609
H 0.491 -0.079 5.402
H -0.537 0.201 3.990
H 2.768 4.244 3.609
H 2.883 6.485 2.624
H 2.252 6.834 0.265
H 1.479 4.915 -1.096
H 1.432 2.657 -0.121
H 2.470 -1.062 3.786
H 4.154 -1.980 5.336
H 5.903 -0.507 6.271
H 5.959 1.880 5.629
H 4.318 2.771 4.047
```

**Gap between HOMO and LUMO (spin up / spin down)**: 0.16377 / 0.24261 Eh
**2S+1**: 4
**ΔE to the lowest compared entry with this formula, charge and spin**: 53.6 kcal per mole
**Charge**: 0
**E_tot**: -4856.99105 Ha

E_tot of number 1 (C36H50Cl2N2O2P2W)?
-3332.01689 Ha

What is the charge in the third record?
0

What is the charge in the first record?
0